[1]
The following is a quantum chemistry calculation of a cluster of 11 separate species, C42H63O32 in total at a distorted geometry, from OMol25.

Summary:
LUMO level (spin up / spin down) ... -0.88 / -6.10 eV
2S+1 ... 2
Kohn-Sham gap (spin up / spin down) ... 10.0 / 4.7 eV
E_tot ... -4045.79428 a.u.

```
137
Properties=species:S:1:pos:R:3:forces:R:3:mulliken_charge:R:1
O 4.206 -1.437 -5.661 -2.12 0.91 1.69 -0.57
O 4.788 3.447 -1.920 3.25 2.02 1.28 -0.38
H -1.747 -0.587 3.948 0.40 0.04 -0.80 0.32
O -0.161 4.932 1.684 0.89 -0.67 0.21 -0.45
C 3.020 1.781 2.017 -1.10 -1.05 0.73 2.55
H -1.402 3.401 1.344 0.51 -0.84 0.58 -0.96
O 3.036 4.459 -2.637 -1.92 1.04 -0.20 -0.35
H -5.632 -0.523 -0.360 0.11 0.20 -0.04 0.49
H -3.357 -2.984 -0.852 0.73 0.15 -0.19 0.00
H -5.311 0.831 0.743 0.87 0.15 -0.27 0.35
H 2.819 -2.597 3.929 -0.23 -0.44 -0.07 0.45
H -3.936 -0.090 -2.193 -0.18 -0.30 0.05 -0.44
C -2.518 3.574 4.317 -1.25 4.28 0.44 0.51
C 2.616 3.046 -4.500 0.60 0.20 -0.27 -1.72
C -0.693 6.062 1.259 0.71 5.16 1.77 0.46
C 4.195 -2.879 0.225 -0.34 -0.46 0.40 -1.82
H -6.738 -1.543 1.136 -0.63 -0.30 0.72 0.32
C 4.647 -0.521 -0.632 0.26 -1.42 -0.31 1.57
C -2.133 -4.688 -0.091 -1.46 0.49 0.37 2.09
H -1.440 1.208 -3.193 0.06 -0.10 -0.57 -0.33
H -2.282 -6.041 1.588 0.05 -0.41 -0.13 0.32
O -4.069 0.462 -4.154 0.18 -1.26 0.11 -0.46
C 4.824 -2.021 -0.895 -1.70 -1.28 2.60 1.18
H 3.677 1.811 -1.708 0.93 -0.74 0.03 -1.03
C 1.274 -1.793 -3.889 0.10 -1.32 1.58 0.70
H 1.183 0.275 -3.537 0.42 0.55 0.46 -0.48
C -4.113 -1.696 1.808 2.87 -1.45 2.01 0.00
H -1.511 -0.666 -0.442 0.27 -0.25 0.02 0.27
C 4.209 4.657 -2.112 2.72 3.14 1.94 0.57
O -1.360 5.931 0.091 -0.18 0.78 0.64 -0.39
H -3.355 1.547 2.233 -0.09 -0.10 -0.13 -0.11
H -3.330 -6.482 0.168 -0.20 0.04 0.40 0.34
O -3.155 2.302 -3.484 1.92 1.77 1.86 -0.40
C 2.913 3.137 -2.987 -3.00 -2.44 -3.82 1.66
O -1.394 -6.885 -0.121 1.56 0.58 -0.65 -0.34
H 0.020 -2.119 2.604 -0.12 0.73 0.23 -1.18
H -1.989 -1.784 -2.708 0.26 0.42 0.03 0.21
O 0.243 -6.487 -1.740 -3.56 1.08 2.97 -0.63
O 6.267 2.820 2.223 -3.84 0.07 -0.63 -0.58
H -0.518 3.441 -2.039 -0.22 -0.13 0.23 -0.08
H 4.413 -3.936 0.070 -0.05 -0.01 -0.20 0.47
H -7.437 0.960 2.039 -0.13 -0.38 -0.51 0.38
O -0.488 -4.659 2.798 -0.43 -1.31 -1.14 -0.24
H 2.082 -3.149 -2.457 -0.10 -0.04 0.34 0.10
C -0.717 -6.107 -1.015 4.07 -3.19 -3.03 0.53
H 1.887 2.841 3.670 0.50 0.35 -0.43 0.35
C -2.373 -6.082 0.502 -0.96 0.35 -0.39 -0.46
H 0.331 4.916 -1.602 0.17 -0.07 0.16 0.46
O -5.232 -1.452 2.489 1.37 -2.32 1.50 -0.36
H 0.381 -2.628 -2.117 0.14 -0.01 0.40 -0.12
H -3.810 0.830 3.766 -0.07 0.39 0.58 0.38
H 1.757 3.645 -4.801 0.13 0.36 0.27 0.37
C -3.276 0.073 -3.045 0.34 -2.00 0.07 1.46
H -2.074 0.250 5.312 0.07 0.68 0.30 0.45
O 6.220 -2.258 -0.821 -0.88 -1.31 -0.32 -0.37
O 0.916 1.140 -0.730 0.72 -1.54 0.71 0.34
C 5.060 2.718 1.995 4.18 -0.43 0.78 0.37
H -1.413 0.981 0.151 0.41 0.06 0.23 -0.58
O 4.282 1.767 2.597 1.06 0.32 0.10 -0.53
O -1.203 -4.896 -1.113 0.37 0.59 -0.38 -0.21
H 2.060 2.575 -2.607 -0.53 0.99 1.01 -0.76
H -1.127 1.606 2.735 0.27 0.58 0.22 -1.26
C -1.370 4.591 -0.310 1.48 -0.81 -1.08 0.54
C 1.916 1.951 3.042 -0.50 -0.47 0.10 -1.64
H 0.184 3.257 0.438 0.26 0.14 0.51 -0.62
C -3.390 -4.063 -0.704 -0.47 0.90 0.96 -1.71
H 4.337 -2.355 -1.811 0.78 0.09 -0.46 -0.02
C -4.043 1.788 -4.265 -3.85 0.04 -2.06 0.54
O 4.670 5.757 -1.798 -1.19 -3.52 -0.90 -0.61
O -0.088 -3.169 4.341 -0.95 -0.22 1.16 -0.50
H 4.197 -0.326 0.341 0.24 0.09 0.13 -0.28
H 2.438 -1.499 2.635 -0.40 0.23 0.05 0.06
H -2.396 4.224 -0.356 -0.06 0.08 -0.02 0.38
C 0.670 -2.736 3.225 0.95 -0.12 -1.07 2.21
C -6.884 0.164 2.538 -0.38 0.24 0.19 -1.48
C -1.446 0.345 4.426 0.53 -0.85 0.95 -2.07
H 1.787 -1.286 4.339 0.14 0.45 -0.34 0.39
O -2.513 4.759 4.653 -0.22 -3.57 -0.85 -0.58
C 3.062 2.852 0.993 -0.37 1.57 -0.20 1.11
H 2.371 3.631 1.317 -0.31 0.15 -0.71 0.26
C 6.833 -1.122 -0.674 5.63 2.08 -2.18 0.43
O 2.287 -2.211 -4.756 0.30 0.02 -1.66 -0.39
C 1.092 -2.960 -2.873 -0.15 1.07 -0.16 -0.95
H -3.747 -4.480 -1.646 0.37 -0.50 0.15 0.45
H 0.746 -3.882 1.371 -0.16 -0.01 -0.07 0.11
H -0.403 0.306 4.742 -0.01 -0.26 -0.01 0.30
H 0.700 -3.915 -3.223 0.07 0.24 -0.57 0.48
H -6.184 0.719 3.163 0.23 -0.22 0.10 0.30
H -2.214 1.502 -1.742 -0.92 0.39 0.05 -0.65
C 1.891 -0.512 -3.277 -1.21 -0.61 -0.58 1.92
H 3.957 -0.196 -1.411 0.69 0.93 -0.09 -0.90
H -1.983 -1.004 -4.386 0.53 0.05 0.30 0.38
O -1.552 2.726 4.484 2.44 -1.09 0.00 -0.46
O -3.534 2.961 3.669 -1.44 0.08 -0.13 -0.45
C 0.560 0.107 -0.134 -2.99 2.95 -1.21 -0.03
O 4.348 3.418 1.107 0.84 0.06 0.06 -0.36
H -7.571 -0.375 3.190 0.03 0.07 0.00 0.38
O 8.055 -0.940 -0.786 -3.47 -0.98 1.12 -0.61
H 2.368 2.048 -4.862 0.26 -0.27 0.42 0.22
C -2.448 1.278 -2.783 1.57 0.50 -0.33 1.30
C -3.208 1.616 3.311 0.54 1.21 -1.00 -0.02
O -0.514 7.122 1.863 -0.87 -2.88 -2.00 -0.58
H 2.021 -0.631 -2.201 0.37 0.32 -0.17 -1.16
H -1.176 5.049 -2.430 -0.19 -0.17 -0.04 0.54
O 1.353 -0.830 0.178 0.59 -0.53 0.19 0.24
H 0.330 -1.561 -4.382 0.18 -0.13 -0.43 0.10
H -1.632 -4.111 0.687 -0.45 0.58 -0.14 -0.90
O -1.836 -4.718 4.615 2.95 1.79 -1.94 -0.59
O -3.973 -0.844 0.811 -0.92 0.90 -1.10 0.69
C -6.121 -0.820 1.669 -2.90 0.40 0.18 0.36
H 2.861 0.842 1.488 -0.01 -0.43 0.27 -1.33
H 1.873 1.123 3.749 0.10 -0.22 -0.17 0.37
C -0.579 3.918 0.850 -2.27 -1.33 -1.34 1.89
H 3.500 3.366 -5.051 -0.06 0.15 -0.23 0.41
H 0.998 1.944 2.455 -0.32 0.00 0.11 0.00
C -1.720 1.587 3.650 -1.16 -1.59 0.42 3.01
C 3.268 -1.288 -4.900 2.06 -1.89 -1.47 0.59
H 4.658 1.851 -3.252 0.25 0.11 0.18 0.46
H -3.307 -1.900 -3.833 -0.14 -0.14 0.17 0.46
C -0.961 -0.008 0.230 1.35 -0.81 0.30 0.57
C -0.656 4.459 -1.675 -0.21 0.73 0.32 -1.36
H 4.501 -2.678 1.251 0.87 0.49 -0.16 0.42
H 3.118 -2.781 0.362 -0.30 0.09 -0.83 0.22
C -0.909 -4.234 3.965 -1.82 -0.09 3.03 0.56
C 4.118 2.422 -2.496 -1.47 -0.91 0.09 1.21
H -4.200 -4.098 0.025 -0.13 -0.55 0.09 0.51
H -0.998 -0.417 1.240 -0.51 0.03 0.06 -0.45
O -3.231 -2.470 2.129 -1.37 0.91 -0.36 -0.54
O 6.003 -0.084 -0.684 -1.63 1.49 0.31 -0.44
H 2.916 2.492 -0.025 -0.22 0.25 0.13 -0.78
O -4.871 2.348 -4.941 1.51 0.14 0.57 -0.59
O 3.114 -0.327 -3.981 -0.06 0.75 0.50 -0.26
H 1.591 -4.643 2.691 -0.14 -0.31 0.33 0.37
C 0.716 -4.039 2.449 1.64 0.56 -0.90 -0.31
C 2.023 -1.972 3.525 -1.40 -1.21 0.65 -1.29
C -5.282 -0.253 0.636 0.94 1.98 -2.45 -0.80
C -2.532 -1.225 -3.470 -1.28 0.50 -0.28 -1.43
```
Positions in Å, forces in eV/Å.

---

[2]
The following is a quantum chemistry calculation of a cluster of 7 separate species, C55H120N6O3 in total at a distorted geometry, from OMol25.

Summary:
Charge ... +4
LUMO level ... -7.26 eV
Kohn-Sham gap ... 7.2 eV
E_tot ... -2720.46483 a.u.

```
184
Properties=species:S:1:pos:R:3:forces:R:3:mulliken_charge:R:1
H -2.576 6.341 1.241 0.12 0.73 -0.06 0.29
H 2.351 2.000 -1.939 -0.32 0.50 0.05 0.58
C 2.280 -6.992 -3.122 0.70 0.68 0.40 -1.27
C 6.204 0.125 0.238 -0.84 -0.25 -0.03 -0.07
H -3.051 4.328 2.562 0.40 0.59 -0.45 0.37
C 3.746 -1.821 0.016 0.99 2.15 -0.44 -0.34
N 4.322 -1.030 -1.202 0.62 -0.60 -0.37 0.73
H 2.673 6.493 -2.190 -0.03 0.03 -0.28 0.52
H 6.878 -0.722 0.111 -0.30 -0.21 -0.14 0.23
H -2.577 2.303 1.530 -0.05 -0.74 0.17 -0.09
H -1.304 4.763 -6.213 -0.16 -0.14 0.37 0.38
H 4.615 -2.058 0.631 -0.13 -0.53 -0.17 0.58
C 2.021 0.125 5.319 -1.29 0.23 -0.08 -0.55
H -0.078 1.295 2.883 -0.46 -0.37 -0.17 0.58
H -3.021 -3.207 -3.175 0.48 0.43 0.13 0.42
H -3.249 2.941 -2.189 0.20 -0.19 0.01 0.35
C -1.986 -4.719 2.287 -1.17 -0.05 -0.08 -0.60
H 0.286 -6.500 -2.643 -0.27 0.25 0.12 0.46
C -0.212 -6.241 1.693 -0.94 0.38 -0.51 -0.73
H -1.163 0.230 -3.469 0.08 -0.25 -0.35 0.36
H 2.402 -5.247 -0.817 0.18 -0.26 0.26 0.03
H -4.500 -3.884 -0.581 -0.06 0.57 0.07 0.36
C -3.250 2.091 4.273 -0.76 1.13 -1.09 -0.97
H 2.892 2.779 4.348 -0.22 -0.27 0.11 0.35
H -6.138 2.013 2.462 0.27 0.02 -0.15 0.38
C -1.501 -0.752 -3.138 -0.96 0.87 2.29 -1.11
N 0.830 3.495 -2.432 1.46 1.29 -1.50 1.27
C -0.567 3.962 -6.154 -0.98 -0.69 -0.67 -1.57
H 4.030 -3.828 -2.062 0.44 0.10 0.55 -0.05
C 3.455 -2.542 -3.607 -1.42 0.90 0.00 -1.27
H 6.479 2.295 0.319 -0.39 0.00 -0.19 0.31
C 3.185 -0.544 -2.094 -0.54 -1.09 -0.48 0.46
H 2.936 4.135 -2.047 -0.47 -0.34 0.41 0.44
H 2.765 5.108 2.344 0.23 0.82 -0.46 0.31
H 0.581 -3.913 -0.724 -0.45 0.34 0.05 -0.42
H -5.289 -1.376 3.418 0.83 -0.39 0.38 0.47
C -3.636 2.483 1.717 -0.62 1.24 1.14 -0.22
H 1.123 -4.626 2.925 0.12 0.25 0.00 0.59
H 5.491 0.767 -1.702 -0.31 -0.40 -0.33 0.58
H -2.204 2.128 3.968 -0.11 -0.50 0.31 0.10
H 3.521 0.438 3.064 0.02 0.10 0.77 0.55
C 0.345 3.995 -4.969 0.87 -0.73 0.48 -0.69
C 0.162 1.065 3.921 1.56 -0.17 -0.92 -2.00
C 1.275 -6.072 -2.481 -0.73 -0.03 0.85 -0.44
H 0.968 3.164 -0.446 -0.53 -0.14 0.53 0.27
H -0.783 4.640 -3.233 -0.01 0.00 0.20 0.68
C -1.048 -3.876 1.478 0.55 -0.63 0.43 1.42
H 4.587 5.211 1.933 -0.47 0.14 -0.24 0.39
C 2.066 4.497 -2.594 -1.06 0.42 -0.99 -0.73
C -3.672 1.361 -3.744 -1.08 -0.28 0.29 -0.89
H 2.252 0.779 1.974 -0.32 0.63 -0.30 -0.49
H -4.756 4.789 -0.037 -0.19 -0.54 0.19 0.56
H 3.103 -2.653 -0.271 0.37 0.26 -0.13 -0.30
H -3.738 -0.737 -4.462 0.62 -0.14 0.30 0.38
H -1.021 2.948 -3.544 0.47 -0.43 0.15 -0.51
H -0.857 -5.668 3.730 0.19 -1.01 0.18 0.38
C -3.735 -2.872 -2.423 -0.71 -0.89 0.54 -0.67
H 1.720 1.914 -3.610 0.10 0.43 0.02 0.48
H 1.335 -5.109 -2.987 -0.30 0.20 -0.02 0.11
H 4.662 2.835 2.854 0.44 0.14 -0.16 0.50
C 4.527 -3.110 -2.715 0.71 0.64 -0.22 -0.18
C 1.437 -2.064 4.594 0.15 0.08 -1.15 -0.34
H 0.356 2.015 4.418 -0.40 -0.31 0.44 0.64
H 0.639 -6.829 2.036 0.37 0.68 0.03 0.39
C -3.357 -1.671 -1.578 1.69 0.33 -0.87 0.12
C 3.793 4.830 2.576 -0.56 -1.64 0.65 -1.53
H -4.628 1.609 -4.205 0.25 0.72 -0.23 0.54
H 1.929 -1.336 2.537 0.43 0.22 0.31 -1.09
H 1.050 6.425 -2.910 0.17 -0.16 -0.40 0.29
C 1.286 -1.121 3.390 -0.73 -0.25 -0.70 1.17
H 1.944 5.623 -0.182 -0.03 0.37 0.58 -0.02
H 1.978 -2.273 -2.010 -0.25 -0.28 -0.11 -0.42
C 7.052 1.369 0.276 0.32 1.07 0.36 -1.60
C 2.456 -1.711 -2.813 0.80 0.89 1.57 0.18
H -0.028 4.039 -7.098 0.41 0.11 0.22 0.43
H 0.370 -1.118 6.226 0.15 0.44 -0.01 0.37
H -1.784 1.008 -1.229 0.29 0.19 -0.48 -0.44
H 4.303 0.871 -0.371 0.08 0.35 -0.12 0.19
H 0.312 -1.234 2.914 -0.32 0.56 0.13 -0.51
H 2.030 -1.706 6.506 -0.23 0.59 0.65 0.45
C -0.067 5.083 -0.581 0.79 -0.71 -0.98 -0.25
H 2.347 4.490 -3.647 -0.09 -0.45 0.09 0.40
H 7.664 1.445 1.174 0.13 -0.43 -0.05 0.43
H 0.700 1.440 -2.260 0.22 -0.31 0.26 0.25
H -2.503 -1.925 -0.950 -0.03 0.16 0.38 -0.86
C -5.983 0.472 3.969 -1.00 0.99 0.91 -0.67
H -0.934 5.522 -1.076 -0.25 -0.16 0.22 0.18
C 2.591 1.000 2.986 -1.50 1.08 0.44 0.04
H -4.417 -5.553 -3.095 0.23 0.26 -0.19 0.35
H -3.133 -4.684 -1.238 0.65 0.49 -0.02 -0.10
H 3.885 -1.868 -4.347 0.07 -0.34 -0.43 0.43
H -2.014 -6.796 2.796 0.46 -0.16 0.63 0.45
H -0.724 3.105 -1.112 0.25 -0.44 0.34 -0.50
H -1.623 -3.542 0.615 1.06 0.42 -0.17 -0.98
H 2.816 -3.302 -4.058 0.68 -0.31 -0.47 0.49
H -0.569 -6.791 0.823 -0.54 -0.03 0.22 0.55
H -3.240 0.683 -0.522 -0.22 -0.82 -0.33 -0.51
H 3.781 3.079 1.391 -0.68 -0.59 -0.08 -0.11
C -2.820 0.833 -1.516 0.71 -0.31 -0.24 0.59
H 5.193 -3.684 -3.359 0.34 0.00 0.29 0.43
C 3.736 3.258 2.465 1.39 0.60 0.81 -0.22
H -5.751 -4.539 -2.598 -0.26 -0.25 -0.11 0.40
C 1.130 5.973 -0.818 0.35 0.22 0.10 -0.83
C 5.332 -1.958 -2.008 -2.23 0.42 0.39 -0.62
C -3.483 6.336 0.636 0.36 -1.44 0.18 -1.49
H -5.794 2.662 4.044 0.35 0.02 -0.05 0.47
H 3.999 5.209 3.577 0.01 -0.27 0.11 0.42
H -0.691 -3.065 2.114 0.35 0.17 -0.87 -0.73
H -4.624 1.865 -1.912 -0.06 0.34 0.04 0.45
H 1.059 3.183 -5.104 0.20 -0.08 -0.23 0.33
H -3.520 1.532 5.169 0.28 -0.59 -0.48 0.50
H 0.931 4.899 -5.134 -0.04 0.27 1.06 0.23
H 5.721 -1.191 -2.677 0.35 -0.67 -0.51 0.35
H -2.378 -4.114 3.104 -0.03 -0.21 0.16 0.48
O 0.404 -1.503 0.038 1.94 -4.98 -1.79 0.42
H -6.868 0.046 3.497 -0.20 0.55 0.21 0.38
H -4.226 -0.469 4.643 -0.28 -0.82 0.11 0.40
C -4.017 -4.118 -1.530 0.58 0.22 0.71 0.16
H -2.865 1.639 -4.422 0.07 0.01 0.17 0.05
H 2.184 -5.031 1.576 -0.05 0.10 -0.06 0.47
N 1.488 0.329 3.863 1.36 -1.21 0.85 1.23
C 5.099 0.272 -0.813 -0.42 -1.05 0.62 -0.74
H 3.108 0.102 5.244 -0.16 -0.16 0.21 0.50
H 1.700 2.978 3.021 -0.19 -0.02 0.27 0.43
H 1.642 -1.262 -3.381 0.13 -0.10 -0.32 0.35
C -4.864 -0.432 3.760 2.39 -1.04 -1.21 -0.79
N 0.135 -4.815 1.115 -0.06 -1.49 0.04 1.50
H -2.955 -0.124 2.636 0.03 0.20 -0.26 -0.32
H -4.830 -0.360 -3.172 -0.01 0.11 0.18 0.58
C -3.798 4.050 1.818 -0.85 -1.47 0.13 -0.93
C 1.479 -5.814 -0.939 -1.48 0.00 -0.55 -0.28
N -4.085 1.739 3.037 0.35 -1.20 -0.55 0.77
H -4.252 1.979 0.971 0.04 0.43 -0.14 0.25
C 1.333 -4.418 1.876 0.29 0.45 -0.24 -0.91
H 3.582 0.111 -2.870 0.47 0.08 0.19 0.84
H -0.208 4.983 0.496 -0.45 0.19 -0.03 0.52
H -4.285 6.867 1.148 0.13 0.05 -0.15 0.43
H 2.344 -7.925 -2.563 0.22 -0.06 -0.33 0.38
C -5.578 1.827 3.379 -0.33 0.52 -0.11 -0.75
O 0.524 0.595 0.214 1.89 4.65 -0.71 -0.15
H -4.152 -1.269 -0.950 -0.12 -0.23 -0.22 0.50
H -5.257 -5.939 -1.669 0.14 0.27 0.49 0.43
H -1.651 -1.470 -3.944 0.13 0.10 0.32 0.34
H 2.104 -7.140 -4.187 -0.27 -0.23 0.19 0.38
H 2.416 -2.540 4.539 -0.01 -0.11 0.07 0.44
H 1.481 -6.733 -0.354 0.43 -0.23 -0.27 0.52
H -3.073 4.408 -0.230 0.26 -0.20 0.08 -0.53
C -1.275 -5.995 2.778 -0.31 1.28 -1.30 -0.99
C 0.213 3.659 -1.056 0.14 -0.34 -0.47 -0.16
H -3.297 6.717 -0.368 -0.04 0.45 0.27 0.39
C 0.317 -4.927 -0.425 0.73 1.33 0.84 -0.46
H -0.900 -1.057 -2.280 0.74 -0.45 -0.44 0.27
H -4.644 -2.695 -2.998 -0.16 0.17 0.11 0.50
H -3.532 3.108 4.547 0.05 0.15 -0.20 0.41
H 1.502 -3.357 1.692 0.15 -0.03 0.02 -0.51
C -3.793 4.829 0.472 -0.16 0.28 0.51 0.54
H 2.462 0.000 -1.487 0.15 -0.13 0.44 -1.37
H -4.734 4.219 2.350 -0.26 0.27 -0.19 0.41
N -2.837 -0.468 -2.413 -1.44 -0.22 -0.88 0.80
C -0.138 -0.443 0.340 -0.12 -0.15 1.41 -1.30
C 1.475 2.139 -2.572 -1.52 -0.36 -0.05 -1.64
C 2.659 2.546 3.309 0.25 -0.60 -1.73 -0.69
H -6.070 0.460 5.056 -0.95 0.67 -0.10 0.33
H -0.525 0.359 4.387 -0.14 0.52 0.06 0.59
C 1.376 -1.180 5.811 1.14 -0.38 -0.05 -1.02
H 7.716 1.462 -0.583 -0.02 -0.19 -0.03 0.42
C -3.992 0.209 2.682 -0.40 0.43 0.70 0.13
O -1.262 -0.451 0.891 -3.44 0.44 1.23 0.22
H -4.496 0.092 1.723 0.30 0.19 -0.15 0.21
C 1.740 5.931 -2.226 -0.94 -0.13 0.92 -0.89
H 5.613 0.000 1.145 0.62 -0.13 0.54 0.15
C -3.829 -0.148 -3.549 0.05 0.88 1.02 -0.75
C -3.600 1.914 -2.284 -0.07 -1.24 -1.02 -0.40
H -1.030 2.978 -6.220 -0.55 0.08 -0.02 0.31
H 0.781 6.972 -0.558 0.69 0.17 0.10 0.54
H 3.205 -6.419 -3.067 0.60 -0.59 0.03 0.23
H 0.683 -2.850 4.615 0.00 0.07 -0.13 0.24
H -2.834 -4.868 1.617 -0.22 -0.80 0.31 0.31
H -0.714 -5.102 -0.734 0.30 -0.58 -0.48 0.48
H 1.668 0.961 5.923 0.43 0.16 -0.14 0.39
H 6.094 -2.259 -1.290 -0.15 -0.16 -0.19 0.53
C -0.266 3.733 -3.547 1.23 1.81 -0.40 0.45
C -4.881 -5.083 -2.229 -1.43 -0.97 -1.42 -1.72
H 3.174 -1.067 0.555 -0.43 -0.23 -0.05 -0.07
```
Positions in Å, forces in eV/Å.

---

Look up the E_tot of the first one.
-4045.79428 a.u.

---

Look up the E_tot of the first one.
-4045.79428 a.u.

---

Among the records above, which one has the lowest E_tot?
C42H63O32

---

The highest E_tot belongs to which entry?
C55H120N6O3